One molecule with the formula C21H29NO4. Source: OMol25; level of theory: ωB97M-V/def2-TZVPD.

Values from the calculation:
ΔE to the lowest compared entry with this formula, charge and spin = 0.00 kJ/mol
spin multiplicity = 1
SMILES = O=C(O)C[C@@H](NC(=O)C1CCCCC1)c1ccc(OC2CCCC2)cc1

Geometry as XYZ:
```
55
Properties=species:S:1:pos:R:3:lowdin_charge:R:1
O 0.399 -3.278 0.392 0.101
C 0.379 -2.833 1.507 -0.537
O 1.254 -3.227 2.428 0.097
H 1.272 -2.617 3.199 0.091
C -0.644 -1.807 1.982 -0.023
H -0.801 -1.942 3.053 0.121
H -1.581 -1.991 1.456 0.133
C -0.205 -0.343 1.709 -0.228
N 1.243 -0.198 1.598 0.141
C 2.084 -0.412 2.623 -0.436
O 1.685 -0.900 3.675 0.046
C 3.534 0.017 2.442 -0.220
C 4.001 0.231 1.001 -0.163
C 4.067 -1.086 0.230 -0.190
C 5.024 -2.045 0.931 -0.195
C 4.557 -2.295 2.362 -0.183
C 4.460 -0.987 3.142 -0.152
H 5.454 -0.543 3.235 0.119
H 4.079 -1.181 4.146 0.113
H 5.255 -2.965 2.868 0.113
H 3.584 -2.786 2.339 0.098
H 5.066 -2.990 0.386 0.111
H 6.029 -1.616 0.941 0.113
H 3.080 -1.550 0.173 0.105
H 4.407 -0.896 -0.790 0.112
H 3.374 0.962 0.482 0.108
H 5.007 0.658 1.042 0.122
H 3.601 0.973 2.980 0.156
H 1.582 0.163 0.722 0.128
C -0.825 0.208 0.451 -0.202
C -0.592 -0.405 -0.779 -0.016
C -1.141 0.112 -1.930 0.019
C -1.944 1.256 -1.891 -0.261
C -2.183 1.865 -0.663 -0.011
C -1.620 1.341 0.490 -0.021
H -1.815 1.828 1.435 0.115
H -2.806 2.742 -0.587 0.107
O -2.421 1.676 -3.087 -0.019
C -3.263 2.816 -3.156 -0.314
C -4.688 2.531 -2.637 -0.132
H -4.698 1.667 -1.974 0.116
C -5.526 2.308 -3.894 -0.189
C -4.926 3.298 -4.887 -0.192
H -5.200 3.082 -5.918 0.107
H -5.257 4.310 -4.646 0.111
C -3.423 3.164 -4.648 -0.120
H -2.873 4.063 -4.918 0.111
H -3.021 2.329 -5.222 0.121
H -6.588 2.473 -3.719 0.108
H -5.385 1.289 -4.258 0.117
H -5.059 3.396 -2.087 0.119
H -2.795 3.641 -2.604 0.144
H -0.967 -0.357 -2.885 0.122
H 0.004 -1.303 -0.828 0.108
H -0.529 0.259 2.568 0.150
```

---

C21H30AsBiN5O9PS5 as an isolated structure in a non-equilibrium geometry. Source: OMol25; level of theory: ωB97M-V/def2-TZVPD.

Values from the calculation:
ΔE to the lowest compared entry with this formula, charge and spin = 0.00 kJ/mol
total charge = -2
spin multiplicity = 1

Geometry as XYZ:
```
73
Properties=species:S:1:pos:R:3:lowdin_charge:R:1
Bi 0.216 -1.000 -1.592 1.448
O 3.505 -2.972 1.442 0.008
C 2.757 -1.963 1.532 -0.512
O 1.465 -2.004 1.676 -0.017
C 3.217 -0.491 1.351 -0.098
C 2.153 0.644 1.781 -0.217
C 3.005 1.886 2.274 -0.143
C 3.629 2.356 1.014 -0.164
C 3.011 1.479 -0.089 -0.169
O 1.650 1.067 0.474 -0.156
C 3.669 0.041 -0.051 -0.120
C 3.345 -0.849 -1.298 -0.577
O 4.234 -0.620 -2.114 0.026
O 2.341 -1.710 -1.379 -0.310
H 4.112 -0.351 1.979 0.135
H 1.406 0.209 2.468 0.145
H 3.649 1.561 3.123 0.114
H 2.350 2.680 2.692 0.110
H 4.686 2.369 0.958 0.097
H 3.409 3.435 0.821 0.119
H 2.822 2.084 -1.039 0.148
H 4.781 0.126 -0.074 0.146
S -3.451 -2.938 -4.454 -0.243
As -1.826 -1.480 -4.535 -0.469
S -2.397 -0.230 -2.758 -0.232
S 0.247 -2.182 -3.973 -0.072
S -1.783 -0.439 -6.463 -0.243
O -3.125 -3.010 2.049 -0.019
C -3.342 -1.825 1.730 -0.526
O -3.722 -1.554 0.517 -0.020
C -3.159 -0.664 2.714 -0.110
C -2.779 -1.015 4.009 -0.036
C -2.641 -0.022 4.972 -0.110
C -2.779 1.307 4.623 -0.111
C -3.219 1.627 3.324 -0.109
C -3.425 0.684 2.340 -0.012
H -2.626 -2.093 4.219 0.120
H -2.528 -0.305 6.007 0.089
H -2.639 2.105 5.359 0.094
H -3.438 2.717 3.171 0.108
H -3.785 0.965 1.335 0.128
N -3.317 -3.429 -1.037 0.044
C -2.435 -4.577 -0.735 -0.232
P -0.726 -4.050 -0.332 0.502
O 0.230 -4.878 -1.163 -0.360
O -0.681 -2.489 -0.335 -0.592
C -0.492 -4.685 1.407 -0.251
N 0.849 -4.363 1.898 0.021
H -3.014 -2.990 -1.876 -0.035
H -3.411 -2.516 -0.173 0.045
H -4.265 -3.724 -1.224 0.121
H -2.346 -5.329 -1.525 0.095
H -2.767 -5.039 0.228 0.092
H -0.601 -5.794 1.357 0.100
H -1.209 -4.258 2.100 0.068
H 1.113 -3.116 1.715 0.027
H 1.579 -4.784 1.350 0.105
H 1.080 -4.504 2.889 0.134
C 0.353 6.801 -1.448 -0.136
C 1.270 6.154 -2.399 -0.291
C 0.774 4.828 -2.780 -0.649
N 1.519 3.771 -2.542 -0.011
N 1.158 2.679 -3.299 -0.012
C 0.092 2.987 -4.070 -0.676
N -0.181 2.098 -5.034 0.098
S -0.713 4.518 -3.690 1.020
H 0.653 7.835 -1.310 0.066
H 0.398 6.333 -0.484 0.075
H -0.705 6.803 -1.693 0.067
H 2.262 6.026 -1.979 0.112
H 1.320 6.690 -3.368 0.116
H 0.246 1.179 -5.046 0.064
H -1.025 2.196 -5.538 0.029
```

---

C21H30AsFI3N3O5S2V as an isolated structure. Source: OMol25; level of theory: ωB97M-V/def2-TZVPD.

Values from the calculation:
ΔE to the lowest compared entry with this formula, charge and spin = 71.56 kJ/mol
spin multiplicity = 2

Geometry as XYZ:
```
67
Properties=species:S:1:pos:R:3:lowdin_spin:R:1
V 2.713 -3.403 1.103 1.085
C 0.369 3.907 0.927 0.000
C -0.319 2.884 1.815 0.000
N 0.041 1.505 1.446 0.000
C 0.958 0.859 2.162 0.000
C 1.413 -0.407 1.883 0.001
C 2.450 -0.990 2.791 0.004
O 2.960 -0.296 3.647 -0.001
O 2.729 -2.251 2.615 0.022
C 0.907 -1.079 0.760 0.002
O 1.287 -2.226 0.368 0.008
C -0.122 -0.405 -0.003 -0.001
C -0.735 -1.075 -1.070 0.000
C -1.731 -0.449 -1.750 0.000
F -2.382 -1.112 -2.733 0.000
C -2.140 0.861 -1.449 0.000
C -1.530 1.522 -0.413 0.000
C -0.537 0.885 0.345 0.000
N -3.233 1.498 -2.111 0.000
C -4.513 1.307 -1.434 0.000
C -5.490 2.349 -1.910 0.000
N -5.615 2.260 -3.416 0.000
C -4.277 2.401 -4.085 0.000
C -3.351 1.328 -3.543 0.000
H 0.074 4.911 1.233 0.000
H 0.095 3.776 -0.120 0.000
H 1.453 3.828 1.009 0.000
H -1.406 2.973 1.792 0.000
H -0.015 3.011 2.852 0.000
H 1.371 1.378 3.018 0.000
H -0.441 -2.091 -1.304 0.000
H -1.898 2.505 -0.160 0.000
H -4.416 1.448 -0.353 0.000
H -4.907 0.289 -1.589 0.000
H -5.130 3.352 -1.685 0.000
H -6.480 2.204 -1.483 0.000
H -6.266 2.960 -3.767 0.000
H -6.001 1.342 -3.647 0.000
H -3.914 3.398 -3.843 0.000
H -4.429 2.306 -5.159 0.000
H -2.376 1.445 -4.015 0.000
H -3.741 0.342 -3.835 0.000
I 3.594 -5.323 2.769 -0.018
I 8.596 -3.891 -1.078 -0.002
C 5.414 -5.250 -0.691 0.000
As 6.123 -3.512 -0.322 -0.001
C 6.519 -2.959 1.473 -0.001
C 5.775 -2.181 -1.661 -0.001
O 4.084 -3.072 0.303 -0.083
H 6.154 -5.847 -1.212 0.000
H 4.505 -5.097 -1.271 0.000
H 5.130 -5.688 0.267 0.000
H 6.527 -1.870 1.477 0.000
H 7.491 -3.352 1.751 0.000
H 5.719 -3.337 2.107 0.000
H 6.091 -2.600 -2.613 0.000
H 6.370 -1.299 -1.436 0.000
H 4.713 -1.957 -1.655 0.000
I 1.465 -5.258 -0.390 -0.015
C -2.859 2.044 4.383 0.000
O -2.834 0.980 3.435 0.000
C -3.550 1.080 2.289 0.000
S -4.145 2.604 1.819 0.000
S -3.727 -0.363 1.469 0.000
H -2.262 1.690 5.221 0.000
H -3.881 2.246 4.705 0.000
H -2.444 2.965 3.975 0.000
```

---

A 2-piece molecular cluster, C21H30FN3O2P overall. Source: OMol25; level of theory: ωB97M-V/def2-TZVPD.

Values from the calculation:
total charge = +1
spin multiplicity = 1

Geometry as XYZ:
```
58
Properties=species:S:1:pos:R:3:lowdin_charge:R:1
C 2.946 2.688 -0.443 -0.137
C 1.822 2.521 0.590 -0.398
P 0.987 0.879 0.520 1.056
C -0.731 1.276 1.052 -0.407
C -1.394 0.090 1.772 -0.147
C 0.725 0.706 -1.307 -0.246
C -0.175 1.472 -2.020 0.018
C -0.360 1.257 -3.389 -0.027
N 0.306 0.340 -4.041 0.157
N 1.174 -0.388 -3.348 -0.001
C 1.851 -1.408 -4.189 0.016
C 1.398 -1.261 -5.632 -0.450
O 1.992 -0.698 -6.481 0.211
F 0.238 -1.928 -5.834 0.115
C 1.428 -0.274 -2.030 -0.153
C 2.381 -1.224 -1.393 -0.131
C 1.641 -2.347 -0.641 -0.127
C 2.332 -2.877 0.592 -0.228
C 3.218 -2.143 1.368 -0.055
C 3.788 -2.696 2.503 -0.071
C 3.476 -3.990 2.882 -0.077
C 2.591 -4.732 2.115 -0.071
C 2.031 -4.179 0.979 -0.046
H 3.340 1.721 -0.755 0.050
H 2.586 3.213 -1.322 0.073
H 3.776 3.237 -0.013 0.076
H 2.223 2.564 1.600 0.075
H 1.082 3.317 0.509 0.080
H -1.323 1.547 0.186 0.040
H -0.687 2.158 1.684 0.082
H -0.723 -0.759 1.877 0.047
H -1.702 0.383 2.772 0.075
H -2.286 -0.224 1.239 0.057
H -0.743 2.253 -1.535 0.124
H -1.053 1.848 -3.968 0.136
H 2.921 -1.251 -4.157 0.144
H 1.575 -2.391 -3.818 0.144
H 2.992 -0.654 -0.700 0.081
H 3.055 -1.646 -2.126 0.115
H 1.506 -3.191 -1.317 0.116
H 0.639 -2.002 -0.380 0.113
H 3.475 -1.125 1.114 0.085
H 4.477 -2.108 3.089 0.107
H 3.925 -4.417 3.765 0.107
H 2.351 -5.743 2.407 0.108
H 1.349 -4.768 0.381 0.114
C -5.370 3.763 2.125 -0.006
C -4.566 2.552 1.716 -0.537
O -3.456 2.664 1.210 0.016
N -5.121 1.335 1.934 0.014
C -6.414 1.029 2.520 -0.065
H -4.792 4.650 1.887 0.083
H -6.318 3.801 1.587 0.088
H -5.579 3.751 3.195 0.088
H -4.542 0.564 1.645 0.124
H -6.294 0.427 3.422 0.087
H -7.035 0.476 1.814 0.086
H -6.932 1.943 2.786 0.072
```

---

no.,HOMO-LUMO gap (hartree),HOMO level (eV)
1,0.3418,-8.63
2,0.2100,-1.94
3,0.2127,-6.96
4,0.2626,-11.61